C8H10 | ωB97M-V/def2-TZVPD

```
18
Properties=species:S:1:pos:R:3
C 1.131 -1.390 -0.470
C 1.836 -2.337 -0.746
C -1.343 -0.463 2.476
C -0.387 0.284 2.019
C -0.011 -0.720 -0.138
C 0.599 0.886 1.387
C 0.051 1.374 -1.848
C -0.699 0.149 -1.107
H -1.612 -1.427 1.933
H -2.042 -0.177 3.235
H 2.356 -3.312 -0.968
H 1.599 0.960 1.893
H 0.463 1.570 0.563
H -0.558 1.453 -2.724
H 1.066 1.083 -2.060
H 0.028 2.152 -1.073
H -0.914 -0.563 -1.921
H -1.565 0.477 -0.452
```

The value obtained for the molar mass is 106.2 g/mol. As for the LUMO energy: 0.002 Eh. The calculation puts the total energy at -8449.757 eV. The value obtained for the energy relative to the best compared isomer or geometry (same formula, charge and spin) is 821.3 kJ/mol.

C8H10 | ωB97M-V/def2-TZVPD

```
18
Properties=species:S:1:pos:R:3
C -0.642 1.161 2.013
C -0.687 0.897 0.813
C -0.216 0.242 -0.395
C -1.209 0.781 -1.554
C -0.290 -1.286 -0.324
C -0.451 -2.072 0.866
C 1.196 0.511 -0.746
C 2.262 0.010 -0.205
H -0.537 1.626 2.986
H -1.053 0.184 -2.467
H -0.999 1.812 -1.853
H -2.272 0.639 -1.302
H -0.355 -1.801 -1.240
H -0.722 -1.771 1.932
H -0.612 -3.125 0.573
H 1.306 1.320 -1.506
H 3.206 0.514 -0.309
H 2.264 -0.860 0.379
```

The value obtained for the molar mass is 106.2 g/mol. As for the LUMO energy: 0.038 Eh. The calculation puts the total energy at -8453.501 eV. As for the SMILES: C#CC(C)(C=C)C=C. The value obtained for the energy relative to the best compared isomer or geometry (same formula, charge and spin) is 460.1 kJ/mol.